1.
# C17H19BN6O3V

A structure of composition C17H19BN6O3V at a distorted geometry (ωB97M-V/def2-TZVPD, OMol25).

- E_tot: -59388.0546 eV
- Energy relative to the best compared isomer or geometry (same formula, charge and spin): 0.0 kJ/mol
- E_LUMO (spin up / spin down): 0.49 / 0.47 eV
- Max |F|: 3.93 eV/Å

```
! RIJCOSX wB97M-V def2-TZVPD def2/J DEFGRID3
* xyz 0 4
H -2.17 -1.74 -1.60
N -1.95 0.25 -0.85
B -2.36 2.65 -0.19
N -2.88 1.26 -0.61
C -4.11 0.83 -0.92
V 0.02 0.63 -0.52
H -4.96 1.49 -0.79
C -4.02 -0.48 -1.39
H -4.83 -1.10 -1.72
C -2.66 -0.82 -1.33
H -3.24 3.46 -0.10
C 3.24 0.39 -1.04
H 3.99 -0.37 -1.30
H 3.21 0.47 0.04
H 3.59 1.33 -1.48
N -1.33 3.05 -1.29
N -1.55 2.50 1.11
N -0.21 2.24 -1.53
N -0.44 1.64 1.10
C -1.29 4.09 -2.13
C -1.59 3.16 2.28
H -2.09 4.82 -2.08
H -2.39 3.86 2.47
C -0.15 3.98 -2.92
C -0.52 2.74 3.06
C 0.52 2.83 -2.53
C 0.18 1.80 2.31
H 0.17 4.67 -3.69
H -0.26 3.08 4.05
H 1.44 2.35 -2.84
H 1.05 1.21 2.53
H 2.22 0.12 -1.44
O -0.37 -3.83 -0.09
C 0.78 -4.05 0.58
C 1.17 -5.38 0.80
C 2.39 -5.65 1.41
C 3.23 -4.60 1.83
C 2.82 -3.28 1.65
C 1.62 -2.99 1.02
C 1.22 -1.59 0.80
O 1.73 -0.66 1.46
O 0.36 -1.40 -0.17
H -0.38 -2.84 -0.26
H 0.49 -6.17 0.47
H 2.68 -6.69 1.56
H 4.19 -4.81 2.30
H 3.44 -2.44 1.99
*
```


2.
# C17H19Cl2N5O6S5Ti

A structure of composition C17H19Cl2N5O6S5Ti (ωB97M-V/def2-TZVPD, OMol25).

- E_tot: -140019.4664 eV
- Energy relative to the best compared isomer or geometry (same formula, charge and spin): 30.1 kJ/mol
- E_LUMO (spin up / spin down): 2.01 / 2.01 eV
- Max |F|: 0.64 eV/Å

```
! RIJCOSX wB97M-V def2-TZVPD def2/J DEFGRID3
* xyz -1 2
Ti 0.67 -0.13 0.06
O -2.39 -3.00 -0.36
C -1.51 -2.15 -0.58
O -1.11 -1.31 0.27
C -0.84 -1.97 -1.91
C -1.10 -2.65 -3.08
C -0.44 -2.23 -4.23
C 0.41 -1.15 -4.18
C 0.61 -0.53 -2.96
N 0.03 -0.97 -1.86
C 1.41 0.74 -2.69
O 1.97 1.31 -3.60
O 1.34 1.09 -1.45
H -1.81 -3.46 -3.08
H -0.62 -2.75 -5.17
H 0.91 -0.75 -5.06
S 1.23 6.51 3.47
C 1.11 4.99 2.82
S -0.38 4.26 2.38
C 0.24 2.74 1.78
C 1.58 2.59 1.81
S 2.53 1.21 1.33
S 2.45 3.98 2.45
S -0.92 1.56 1.21
N 0.58 -0.98 2.18
C 0.69 -2.43 2.08
C 0.77 -3.17 3.40
C -0.38 -2.80 4.33
C -1.81 -3.13 3.87
N -2.37 -2.44 2.70
C -2.79 -1.19 2.66
N -3.49 -0.76 1.61
N -2.60 -0.35 3.70
C 1.80 -2.72 1.06
O 2.50 -3.71 1.15
O 1.83 -1.84 0.11
H 1.39 -0.54 2.61
H -0.27 -0.63 2.60
H -0.21 -2.77 1.57
H 1.72 -2.95 3.89
H 0.77 -4.24 3.19
H -0.29 -1.74 4.60
H -0.25 -3.34 5.28
H -2.50 -2.96 4.71
H -1.86 -4.19 3.64
H -2.42 -2.93 1.81
H -3.42 -1.35 0.78
H -3.49 0.23 1.42
H -1.93 -0.62 4.40
H -2.57 0.64 3.46
Cl -4.47 2.02 -0.42
C -3.03 2.57 -1.31
Cl -2.39 1.31 -2.36
H -2.27 2.80 -0.57
H -3.32 3.42 -1.91
*
```


3.
# C17H19CrNS

A structure of composition C17H19CrNS at a distorted geometry (ωB97M-V/def2-TZVPD, OMol25).

- E_tot: -58677.7198 eV
- E_LUMO (spin up / spin down): -0.25 / -0.48 eV
- Max |F|: 2.98 eV/Å

```
! RIJCOSX wB97M-V def2-TZVPD def2/J DEFGRID3
* xyz 0 5
C -1.65 1.35 -1.73
C 0.45 -1.02 -2.61
C -0.66 2.21 -1.73
H -2.47 1.40 -0.98
C 1.41 -0.23 -2.14
H 0.47 -2.12 -2.39
H -0.64 2.99 -0.95
H 2.34 -0.70 -1.89
C 0.49 2.22 -2.67
H 0.92 3.24 -2.58
H 0.08 2.04 -3.68
C -1.93 0.24 -2.68
H -2.50 0.64 -3.56
H -2.53 -0.54 -2.16
C -0.75 -0.60 -3.40
H -0.49 -0.05 -4.32
H -1.23 -1.56 -3.72
C 1.67 1.20 -2.44
H 2.27 1.37 -3.36
H 2.34 1.60 -1.66
Cr -1.92 0.27 1.60
H -3.11 -0.66 1.02
S -0.79 -2.59 3.73
C -1.43 -3.43 2.39
C -1.32 -2.70 1.21
C -0.89 -1.42 1.42
C -0.50 -1.19 2.74
C 0.00 0.08 3.18
C 0.39 0.49 4.46
C 0.89 1.78 4.66
C 1.16 2.58 3.52
C 0.72 2.14 2.24
N -0.08 1.02 2.15
H -1.85 -4.40 2.46
H -1.51 -3.06 0.19
H 0.20 -0.17 5.31
H 1.11 2.19 5.66
H 1.65 3.56 3.59
H 1.01 2.71 1.32
*
```


4.
# C17H19FN2O5S

A structure of composition C17H19FN2O5S at a distorted geometry (ωB97M-V/def2-TZVPD, OMol25).

- E_tot: -44691.3382 eV
- Energy relative to the best compared isomer or geometry (same formula, charge and spin): 1493.6 kJ/mol
- E_LUMO: 0.53 eV
- Max |F|: 17.64 eV/Å

```
! RIJCOSX wB97M-V def2-TZVPD def2/J DEFGRID3
* xyz 0 1
C -6.24 -1.16 2.39
H -7.22 -1.26 2.43
O -5.96 -0.58 0.97
C -4.79 -0.48 0.51
C -3.69 -0.87 1.15
C -2.49 -0.55 0.88
C -2.35 -0.09 -0.28
C -3.41 0.30 -1.35
C -4.73 0.08 -0.86
O -5.60 0.31 -1.69
C -7.07 0.35 -1.38
H -7.45 0.87 -0.66
H -7.21 -1.08 -1.30
H -7.51 0.55 -2.27
H -3.30 0.66 -2.36
N -1.08 0.27 -0.89
C 0.25 0.04 -0.40
O 0.41 -0.23 0.76
C 1.45 0.71 -1.47
N 2.57 0.84 -0.59
C 3.39 -0.29 -0.51
C 2.91 -1.51 -0.41
C 3.92 -2.50 -0.24
C 5.15 -2.33 0.32
C 5.60 -0.88 0.06
C 4.82 0.00 0.01
H 5.06 0.82 0.11
H 6.64 -0.67 0.60
H 5.80 -3.23 0.46
F 3.55 -3.93 -0.38
H 2.04 -1.76 -0.92
S 2.58 2.11 0.19
O 3.87 2.88 0.16
O 1.38 2.73 0.01
C 2.53 1.42 2.00
H 1.77 1.00 2.09
H 2.44 2.34 2.48
H 3.50 1.02 2.47
H 1.08 1.61 -1.85
H 1.36 -0.02 -2.09
H -0.97 0.60 -1.80
H -1.72 -0.59 1.69
H -3.91 -1.13 2.33
H -5.88 -2.29 2.46
H -6.00 -0.41 2.98
*
```


5.
# C17H19N

A cluster of 2 separate species, C17H19N in total at a distorted geometry (ωB97M-V/def2-TZVPD, OMol25).

- E_tot: -19424.0597 eV
- Energy relative to the best compared isomer or geometry (same formula, charge and spin): 370.8 kJ/mol
- E_LUMO: 0.75 eV
- Max |F|: 5.26 eV/Å

```
! RIJCOSX wB97M-V def2-TZVPD def2/J DEFGRID3
* xyz 0 1
C 3.58 1.21 -2.27
C 2.80 1.51 -3.56
C 2.48 1.48 -1.28
C 2.47 2.12 -0.03
C 1.28 0.84 -1.43
C 0.40 1.26 -0.47
C 0.90 -0.28 -2.32
C -0.99 0.82 -0.26
C -0.46 -0.25 -2.38
C -1.40 0.20 -1.34
N 1.15 2.05 0.38
H 3.68 -0.03 -2.34
H 4.56 1.67 -2.27
H 3.41 2.05 -4.16
H 3.24 2.62 0.50
H 1.01 2.26 1.42
H 1.53 -1.00 -2.92
H -1.46 1.20 0.70
H -0.92 -0.82 -3.17
H -2.32 -0.33 -1.59
H 1.95 2.12 -3.33
H 2.32 0.60 -3.94
C -0.86 0.21 3.37
C -2.96 -3.01 1.54
C -3.60 -1.87 2.02
C -1.55 -3.08 1.62
C -2.95 -0.85 2.64
C -0.85 -2.02 2.19
C -1.53 -0.91 2.70
H -3.60 -3.70 0.99
H -4.71 -1.81 1.95
H -1.19 -4.00 1.20
H -3.44 0.07 3.00
H 0.23 -2.07 2.22
H 0.16 0.05 3.64
H -1.39 0.62 4.27
H -0.97 1.06 2.70
*
```


6.
# C17H19N

A cluster of 2 separate species, C17H19N in total at a distorted geometry (ωB97M-V/def2-TZVPD, OMol25).

- E_tot: -19426.2517 eV
- Energy relative to the best compared isomer or geometry (same formula, charge and spin): 159.3 kJ/mol
- E_LUMO: 0.84 eV
- Max |F|: 3.73 eV/Å

```
! RIJCOSX wB97M-V def2-TZVPD def2/J DEFGRID3
* xyz 0 1
C 1.70 -1.98 -0.08
C 3.04 -2.69 0.21
C 0.62 -2.47 0.92
C -0.62 -2.96 0.45
C 0.94 -2.46 2.24
C -1.62 -3.14 1.37
C -0.14 -2.60 3.16
C -1.43 -2.85 2.75
H 1.85 -0.90 -0.04
H 1.28 -2.22 -1.06
H 3.66 -2.83 -0.67
H -0.72 -3.26 -0.58
H 1.87 -2.27 2.76
H -2.60 -3.35 0.94
H 0.04 -2.56 4.23
H -2.18 -3.04 3.50
H 3.01 -3.65 0.71
H 3.64 -2.04 0.86
C 1.33 2.54 0.77
C -1.76 2.29 -1.30
C -0.33 2.54 -1.19
C 0.03 2.10 0.15
C -1.06 1.59 0.78
C -2.53 2.70 -2.36
C -1.82 3.04 -3.53
C -0.44 3.08 -3.53
C 0.31 2.86 -2.34
N -2.16 1.77 -0.12
H -3.56 2.39 -2.41
H -2.36 3.15 -4.46
H -3.07 1.79 0.33
H 0.05 3.21 -4.48
H -1.33 1.11 1.69
H 1.36 3.10 -2.49
H 1.27 3.60 1.04
H 2.12 2.31 0.06
H 1.61 2.11 1.74
*
```


7.
# C17H19N3O2

An isolated molecule of C17H19N3O2 at a distorted geometry (ωB97M-V/def2-TZVPD, OMol25).

- E_tot: -26502.7200 eV
- Energy relative to the best compared isomer or geometry (same formula, charge and spin): 189.8 kJ/mol
- E_LUMO: 0.37 eV
- Max |F|: 1.53 eV/Å

```
! RIJCOSX wB97M-V def2-TZVPD def2/J DEFGRID3
* xyz 0 1
C 4.30 -2.45 -0.47
C 3.31 -1.85 -1.47
C 2.12 -2.77 -1.75
H 2.47 -3.79 -1.89
H 1.62 -2.45 -2.67
C 1.08 -2.75 -0.62
N 0.39 -1.49 -0.53
C -0.63 -1.10 -1.38
C -1.25 -1.74 -2.44
C -2.27 -1.06 -3.09
C -2.66 0.21 -2.69
C -2.05 0.86 -1.63
C -1.03 0.19 -0.98
N -0.23 0.55 0.08
C 0.63 -0.48 0.38
N 1.46 -0.39 1.34
H 2.06 -1.19 1.47
C -0.37 1.70 0.92
C -1.65 1.63 1.75
O -2.41 0.69 1.73
C -1.89 2.81 2.57
C -2.91 3.08 3.46
C -2.64 4.36 3.99
C -1.48 4.77 3.40
O -1.02 3.86 2.55
H -0.91 5.68 3.51
H -3.22 4.89 4.72
H -3.73 2.44 3.68
H 0.49 1.70 1.60
H -0.37 2.62 0.33
H -2.37 1.84 -1.32
H -3.46 0.71 -3.22
H -2.77 -1.53 -3.92
H -0.95 -2.73 -2.75
H 0.34 -3.54 -0.79
H 1.56 -2.95 0.35
H 3.84 -1.67 -2.42
H 2.96 -0.89 -1.11
H 4.69 -3.40 -0.84
H 3.83 -2.62 0.49
H 5.13 -1.77 -0.32
*
```


8.
# C17H19N3O3

An isolated molecule of C17H19N3O3 (ωB97M-V/def2-TZVPD, OMol25).

- E_tot: -28551.4948 eV
- Energy relative to the best compared isomer or geometry (same formula, charge and spin): 0.0 kJ/mol
- E_LUMO: 0.59 eV
- Max |F|: 0.71 eV/Å

```
! RIJCOSX wB97M-V def2-TZVPD def2/J DEFGRID3
* xyz 0 1
C 2.93 -0.14 0.53
H 3.16 -0.36 1.57
H 2.69 -1.07 0.02
H 3.80 0.30 0.06
C 1.75 0.83 0.46
C 1.39 1.16 -0.94
C 0.53 0.41 -1.68
C 0.44 1.01 -2.97
C -0.26 0.72 -4.14
C -0.09 1.54 -5.23
C 0.77 2.65 -5.18
C 1.47 2.96 -4.04
C 1.31 2.14 -2.93
N 1.87 2.20 -1.69
H 2.52 2.90 -1.37
H 2.13 3.82 -4.00
H 0.87 3.27 -6.06
H -0.62 1.34 -6.15
H -0.91 -0.14 -4.19
C -0.13 -0.77 -1.07
H -1.05 -1.04 -1.59
H 0.52 -1.65 -1.09
C -0.48 -0.44 0.39
N 0.57 0.25 1.12
C 0.44 0.43 2.44
O 1.23 1.05 3.13
C -0.81 -0.22 3.02
N -1.02 -1.53 2.46
C -0.87 -1.73 1.14
O -1.00 -2.80 0.59
C -1.54 -2.58 3.30
H -0.84 -2.80 4.12
H -1.63 -3.46 2.66
C -2.91 -2.23 3.89
O -3.75 -1.83 2.84
H -4.66 -1.77 3.16
H -2.81 -1.41 4.63
H -3.30 -3.11 4.41
H -0.68 -0.30 4.10
H -1.67 0.44 2.82
H -1.38 0.20 0.39
H 2.00 1.73 1.03
*
```